(1)
56
Properties=species:S:1:pos:R:3:forces:R:3:lowdin_charge:R:1 method="wB97M-V/def2-TZVPD" max_force_ev_per_a=5.0 e_tot_ha=-2463.2588 e_above_lowest_kcal_mol=0.0 total_charge=+1 multiplicity=1
C 4.448 -0.788 1.709 -0.38 -0.08 -0.13 -0.052
C 3.530 0.207 1.397 -0.01 -0.02 -0.73 -0.255
C 3.187 0.412 0.024 -0.43 -0.18 -0.23 -0.229
C 3.548 -0.531 -0.966 0.31 -0.28 0.62 -0.165
C 4.441 -1.547 -0.609 -0.20 0.18 0.21 -0.029
C 4.905 -1.659 0.702 0.27 -0.02 0.10 -0.078
C 2.884 -0.457 -2.301 -1.17 -1.18 -0.21 -0.082
C 2.279 0.876 -2.592 -0.43 0.52 -0.30 -0.171
C 1.985 1.739 -1.510 -0.04 -0.44 -0.08 -0.230
C 1.147 2.882 -1.687 0.47 -0.62 -0.04 -0.240
C 0.812 3.267 -2.977 -0.11 -0.34 0.16 -0.046
C 1.208 2.478 -4.070 0.06 0.06 -0.15 -0.076
C 1.905 1.281 -3.878 -0.16 0.22 0.35 -0.026
H 4.790 -0.901 2.741 -0.12 -0.13 -0.28 0.117
H 4.755 -2.263 -1.370 -0.02 0.08 0.24 0.120
H 5.612 -2.447 0.966 -0.21 0.28 -0.12 0.106
H 3.556 -0.776 -3.101 -0.27 -0.21 0.02 0.126
H 0.223 4.174 -3.124 0.07 -0.21 -0.12 0.115
H 0.943 2.798 -5.079 0.09 -0.12 0.30 0.105
H 2.151 0.641 -4.726 -0.10 0.19 0.09 0.121
N 2.426 1.495 -0.255 -1.31 0.30 1.38 0.048
La 0.282 -2.592 -2.180 -0.86 -0.93 0.47 1.966
C 2.752 1.034 2.397 0.42 0.66 -0.98 -0.241
H 2.916 2.107 2.233 0.05 -0.14 0.11 0.094
H 3.030 0.774 3.424 -0.37 -0.02 0.00 0.107
C 0.650 3.540 -0.420 1.39 -0.34 0.05 -0.246
H 1.487 3.884 0.204 -0.09 0.08 -0.19 0.097
H -0.008 4.386 -0.652 -0.20 -0.25 0.29 0.106
P 0.908 0.763 2.217 0.99 0.39 0.44 0.968
P -0.302 2.355 0.654 -0.14 0.50 -0.52 0.965
C -1.563 1.829 -0.548 -0.01 -1.01 0.33 -0.214
H -2.488 1.536 -0.043 0.22 0.09 -0.08 0.041
H -1.772 2.659 -1.243 0.40 -0.06 0.42 0.087
H -1.172 0.973 -1.116 -0.16 0.11 -0.07 0.017
C -1.237 3.462 1.760 0.32 -0.34 0.67 -0.228
H -1.707 4.254 1.158 0.21 -0.35 0.07 0.074
H -2.015 2.884 2.278 0.17 0.23 -0.07 0.057
H -0.563 3.915 2.499 -0.29 -0.02 -0.17 0.057
C 0.862 -1.062 2.281 -0.74 -0.40 -1.00 -0.196
H 0.398 -1.390 3.220 -0.11 0.32 -0.30 0.076
H 0.303 -1.467 1.431 0.25 -0.26 0.22 0.004
H 1.878 -1.477 2.221 -0.13 0.47 -0.14 0.071
C 0.273 1.216 3.865 -0.44 0.55 -0.24 -0.241
H -0.818 1.099 3.887 0.25 0.02 0.10 0.052
H 0.724 0.549 4.613 -0.05 0.17 -0.34 0.072
H 0.534 2.257 4.098 -0.10 -0.28 0.01 0.058
C -1.965 -0.534 1.347 -1.74 -1.74 -1.24 0.025
O -2.616 -1.286 0.787 1.47 1.65 1.30 0.101
H 1.902 -1.386 -2.344 3.86 3.19 -0.23 0.011
F 0.774 -4.506 -6.259 -0.84 0.08 0.82 -0.570
Te -0.615 -4.345 -4.846 1.49 1.44 1.46 1.960
F -0.586 -0.654 -1.748 -0.23 0.53 0.26 -0.613
F 0.667 -3.251 -0.179 0.06 -0.07 0.70 -0.644
F 1.025 -4.637 -3.711 -1.07 -0.02 -0.72 -0.560
F 0.051 -2.458 -4.885 -0.55 -1.14 -0.12 -0.553
O -1.392 -3.802 -3.172 0.22 -1.14 -2.39 -0.940


(2)
168
Properties=species:S:1:pos:R:3:forces:R:3:lowdin_charge:R:1 method="wB97M-V/def2-TZVPD" smiles=COC[C@H](C)N.COC[C@H](C)N.COC[C@H](C)N.COC[C@H](C)N.COC[C@H](C)N.COC[C@H](C)N.COCCNCCOC.COCCNCCOC.CCO.CCO max_force_ev_per_a=3.2 e_tot_ha=-2929.2870 e_above_lowest_kcal_mol=151.8 total_charge=0 multiplicity=1
C -0.314 -4.985 -5.778 -1.32 -0.14 -0.21 -0.079
O -1.764 -5.040 -5.739 0.85 0.26 0.34 -0.203
C -2.266 -6.326 -6.019 -1.29 -0.03 0.52 -0.200
C -3.815 -6.372 -5.665 1.46 2.20 1.21 -0.459
C -4.025 -6.277 -4.134 1.21 -0.61 -0.73 -0.059
N -4.421 -7.548 -6.117 -1.50 -2.08 -1.22 0.015
H -0.040 -5.142 -6.821 0.51 0.01 0.04 0.085
H 0.130 -5.738 -5.127 -0.04 -0.28 -0.06 0.081
H 0.031 -4.018 -5.413 -0.33 0.07 -0.22 0.084
H -2.069 -6.643 -7.043 -0.21 0.25 -0.47 0.116
H -1.741 -7.070 -5.420 -0.07 -0.23 0.42 0.116
H -4.366 -5.515 -6.051 0.65 0.62 -0.49 0.129
H -5.079 -6.127 -3.897 0.17 0.11 0.18 0.074
H -3.345 -5.537 -3.712 -0.47 0.38 0.01 0.072
H -3.659 -7.228 -3.747 -0.36 -0.21 0.30 0.075
H -4.612 -7.524 -7.109 1.08 -0.02 -0.78 0.076
H -5.404 -7.487 -5.895 -0.33 -0.31 1.17 0.075
C 9.338 -3.825 5.716 -0.08 -0.16 -0.38 -0.119
O 8.710 -2.699 5.160 -1.21 -0.19 -0.32 -0.189
C 7.359 -3.040 4.786 -0.25 0.56 -0.54 -0.203
C 6.735 -1.765 4.191 -1.06 -1.35 0.02 -0.452
C 5.280 -1.948 3.710 -0.54 0.01 1.25 -0.064
N 7.425 -1.405 2.998 1.21 0.13 -0.37 0.027
H 10.385 -3.607 5.925 -0.19 0.17 0.23 0.090
H 9.313 -4.628 4.979 0.07 -0.35 0.02 0.085
H 8.769 -4.132 6.594 0.32 -0.21 0.32 0.087
H 7.285 -3.876 4.091 0.67 0.01 -0.63 0.122
H 6.742 -3.428 5.596 0.19 0.44 0.83 0.121
H 6.926 -1.047 4.989 -0.80 0.48 0.18 0.135
H 4.815 -1.037 3.331 0.45 0.35 -0.07 0.069
H 4.599 -2.231 4.513 0.05 -0.30 0.17 0.070
H 5.178 -2.673 2.903 0.41 -0.15 0.12 0.078
H 8.358 -1.199 3.324 0.47 0.32 -0.67 0.071
H 6.991 -0.569 2.636 0.29 0.22 -0.18 0.074
C 3.629 0.580 10.241 -0.95 0.84 0.46 -0.088
O 2.272 0.994 9.917 0.70 -0.99 0.18 -0.203
C 1.268 -0.055 9.924 1.18 0.30 -0.20 -0.202
C -0.074 0.618 10.007 0.32 1.35 -0.06 -0.440
C -0.330 1.337 11.384 -0.04 -0.79 0.27 -0.047
N -1.178 -0.288 9.734 -0.50 0.00 1.07 0.026
H 4.178 -0.051 9.541 -0.67 -0.44 -0.34 0.078
H 3.613 0.147 11.241 0.19 -0.29 -0.01 0.082
H 4.236 1.484 10.291 -0.28 0.21 0.07 0.077
H 1.388 -0.606 8.991 -0.31 -0.11 -0.29 0.120
H 1.402 -0.805 10.703 0.22 0.19 0.51 0.124
H -0.048 1.349 9.200 0.20 0.57 0.09 0.128
H 0.460 1.875 11.908 0.72 -0.19 -0.81 0.069
H -0.597 0.553 12.093 -0.20 -0.20 0.03 0.071
H -1.135 2.071 11.438 -0.37 -0.20 -0.71 0.066
H -1.227 -0.695 8.811 0.44 0.23 -0.19 0.072
H -1.967 0.334 9.831 -0.63 -0.46 -0.09 0.067
C -1.718 0.402 -0.603 0.23 0.48 1.40 -0.060
O -1.300 0.496 0.808 0.73 0.66 -1.53 -0.218
C -2.258 1.026 1.719 -0.60 -1.10 -0.36 -0.198
C -1.702 1.211 3.152 -1.53 1.90 -0.94 -0.491
C -0.688 2.303 3.230 0.81 1.01 -0.50 -0.071
N -1.161 0.016 3.631 1.25 -2.24 -0.43 0.048
H -1.646 1.338 -1.156 0.18 0.48 0.43 0.077
H -2.769 0.123 -0.677 0.04 -0.54 0.07 0.080
H -1.029 -0.272 -1.113 -0.29 -0.30 0.34 0.084
H -2.788 1.901 1.345 0.31 0.36 -0.03 0.124
H -2.974 0.204 1.727 -0.78 0.15 0.62 0.120
H -2.588 1.407 3.756 -0.22 0.69 0.00 0.130
H -1.094 3.278 2.958 0.01 0.15 0.35 0.081
H 0.134 2.129 2.536 -0.14 -0.26 -0.50 0.082
H -0.134 2.325 4.169 -0.60 0.26 0.45 0.080
H -0.993 -0.414 2.733 0.42 -1.45 0.13 0.065
H -0.215 0.219 3.919 0.18 -0.24 0.51 0.068
C 6.110 6.606 10.088 -1.23 -1.39 2.00 -0.052
O 4.849 5.829 10.340 2.48 0.75 -0.72 -0.205
C 3.753 6.456 9.767 -0.23 1.27 -1.01 -0.243
C 3.923 6.573 8.185 -2.91 -1.21 0.25 -0.384
C 2.605 6.995 7.441 0.96 0.74 1.26 -0.076
N 4.105 5.197 7.677 1.52 0.03 0.05 0.026
H 6.768 6.122 10.809 0.36 0.03 -0.35 0.083
H 5.976 7.618 10.470 -0.16 0.22 -0.41 0.085
H 6.538 6.574 9.086 -0.45 -0.13 -0.05 0.080
H 2.880 5.910 10.126 -0.20 -0.42 -0.71 0.124
H 3.619 7.427 10.243 0.09 0.62 -0.17 0.111
H 4.662 7.330 7.923 0.51 -0.64 -0.03 0.123
H 2.676 6.956 6.354 0.33 -0.37 0.15 0.069
H 2.451 8.046 7.685 -0.69 0.05 0.16 0.065
H 1.810 6.339 7.794 -0.23 0.28 -0.13 0.071
H 3.576 4.580 8.276 -0.88 0.01 -0.01 0.067
H 5.012 4.855 7.960 0.73 0.13 -0.28 0.055
C 1.441 -5.939 0.993 0.31 1.28 -0.23 -0.117
O 2.355 -6.679 1.790 -1.02 0.17 -0.33 -0.196
C 3.514 -7.072 1.068 -0.77 -1.09 0.68 -0.205
C 4.441 -7.744 2.110 1.32 1.80 0.45 -0.444
C 5.866 -7.969 1.502 -1.53 -0.13 0.51 -0.047
N 3.910 -8.951 2.733 -0.12 0.17 -1.70 0.047
H 0.448 -5.777 1.412 0.18 -0.73 0.57 0.086
H 1.298 -6.239 -0.046 0.18 -0.90 0.01 0.083
H 1.815 -4.922 0.878 0.31 0.33 0.08 0.079
H 3.191 -7.849 0.375 0.08 -0.22 -0.55 0.121
H 3.878 -6.233 0.475 0.60 0.12 0.27 0.124
H 4.408 -7.067 2.963 0.84 0.67 -0.18 0.130
H 5.752 -8.737 0.736 0.10 0.03 -0.30 0.070
H 6.564 -8.388 2.227 -0.03 0.36 0.09 0.072
H 6.205 -7.040 1.044 0.28 -0.15 0.09 0.071
H 2.988 -8.664 3.030 -0.38 -0.14 0.47 0.065
H 3.711 -9.422 1.862 -0.35 -1.55 0.08 0.061
C -5.576 -0.567 -9.346 0.45 -0.54 -1.19 -0.131
O -4.735 0.358 -8.733 -0.88 0.25 0.37 -0.180
C -5.483 1.002 -7.699 2.64 0.80 0.13 -0.224
C -6.463 2.082 -8.106 -0.75 -1.01 -0.42 -0.194
N -7.875 1.699 -8.190 -0.39 -0.85 0.87 -0.079
C -8.736 2.823 -8.209 -1.80 0.76 0.33 -0.234
C -10.256 2.454 -8.318 1.28 -0.31 0.06 -0.216
O -10.488 1.634 -9.464 -1.48 0.36 0.43 -0.189
C -11.847 1.133 -9.354 0.34 0.16 0.08 -0.098
H -5.721 -1.435 -8.704 -0.55 -0.02 0.13 0.091
H -5.093 -0.931 -10.253 0.21 -0.03 -0.01 0.088
H -6.487 -0.082 -9.697 -0.39 -0.26 0.28 0.077
H -4.684 1.583 -7.239 0.17 0.10 0.24 0.114
H -5.731 0.303 -6.900 -0.91 -0.20 -0.26 0.126
H -6.155 2.544 -9.044 0.50 0.11 -0.13 0.129
H -6.280 2.806 -7.312 -0.89 0.35 -0.05 0.118
H -8.220 1.194 -8.994 1.12 -0.72 -0.28 0.095
H -8.467 3.455 -9.056 -0.17 0.71 -0.05 0.117
H -8.628 3.339 -7.255 0.00 0.54 -0.12 0.117
H -10.909 3.327 -8.331 0.24 0.43 -0.33 0.116
H -10.576 1.920 -7.423 0.26 -0.37 0.25 0.111
H -11.837 0.258 -8.704 -0.06 -0.41 -0.40 0.088
H -12.327 0.999 -10.324 0.66 -0.55 -0.16 0.086
H -12.557 1.801 -8.867 0.40 0.69 0.25 0.076
C 4.192 4.077 -6.938 0.70 -0.05 -0.09 -0.124
O 3.493 4.671 -5.861 0.41 -0.77 -0.08 -0.192
C 2.901 3.715 -4.940 0.85 1.08 -1.13 -0.191
C 3.851 2.900 -4.080 -0.33 -0.98 -0.43 -0.186
N 4.265 1.595 -4.664 -1.26 1.32 -1.58 -0.071
C 4.998 0.785 -3.789 1.54 -1.47 0.48 -0.248
C 5.918 -0.235 -4.509 1.34 0.77 0.65 -0.184
O 7.053 0.456 -5.034 -0.18 1.39 -0.13 -0.221
C 8.189 -0.292 -5.376 -0.31 -0.34 0.08 -0.118
H 4.801 4.809 -7.469 -0.44 0.51 0.11 0.085
H 3.571 3.573 -7.679 -0.46 0.00 0.10 0.088
H 4.958 3.362 -6.637 -0.08 -0.28 0.44 0.067
H 2.292 3.029 -5.530 -0.43 -0.04 0.24 0.121
H 2.342 4.407 -4.312 -0.35 -0.48 0.10 0.120
H 3.205 2.666 -3.234 0.40 -0.12 0.46 0.118
H 4.725 3.475 -3.773 0.00 0.27 0.26 0.126
H 4.942 1.775 -5.391 -0.25 0.33 -0.50 0.081
H 4.418 0.169 -3.102 -0.46 0.31 0.14 0.118
H 5.657 1.453 -3.234 0.49 -0.39 0.72 0.117
H 5.497 -0.833 -5.317 -0.56 -0.10 0.23 0.126
H 6.343 -0.837 -3.706 -0.39 -0.70 0.04 0.113
H 9.054 0.356 -5.519 -0.31 0.30 -0.11 0.087
H 7.999 -0.848 -6.295 0.18 -0.26 -0.11 0.085
H 8.470 -0.973 -4.573 -0.09 -0.32 0.12 0.082
C -4.492 7.315 -1.704 0.63 -0.33 -0.68 -0.090
C -5.667 6.611 -1.054 0.30 2.24 1.09 -0.363
O -6.518 6.043 -1.979 -0.51 -1.64 -0.81 -0.059
H -3.535 7.295 -1.183 -0.27 0.19 0.61 0.067
H -4.807 8.342 -1.893 0.48 -0.03 -0.31 0.071
H -4.231 6.808 -2.632 -0.30 0.15 -0.31 0.071
H -6.261 7.450 -0.691 -0.02 -0.09 0.92 0.102
H -5.373 6.001 -0.199 -0.15 -0.42 -0.20 0.114
H -6.569 5.104 -1.785 -0.16 -0.10 -0.32 0.087
C -9.894 -0.363 -2.273 -0.99 -0.45 1.26 -0.103
C -8.592 -0.459 -2.967 0.22 0.31 -0.62 -0.347
O -8.210 0.875 -3.118 1.13 1.80 -0.76 -0.092
H -10.562 0.393 -2.687 0.09 -0.27 -0.69 0.078
H -9.701 0.070 -1.292 -0.03 -0.40 0.33 0.078
H -10.416 -1.316 -2.191 -0.07 0.01 0.21 0.075
H -8.661 -0.919 -3.953 0.01 -0.41 0.06 0.114
H -7.773 -0.892 -2.393 -0.38 -0.69 0.12 0.114
H -8.255 1.116 -4.046 0.04 0.12 0.04 0.080


no.,LUMO energy (eV)
1,-4.93
2,0.13